{"formula": "C28H66AsF15N6O16", "method": "wB97M-V/def2-TZVPD", "species": ["H", "H", "H", "H", "C", "H", "C", "C", "N", "H", "H", "H", "H", "C", "H", "H", "H", "F", "C", "H", "F", "H", "O", "H", "H", "F", "C", "O", "H", "C", "F", "H", "H", "H", "H", "C", "H", "N", "H", "F", "H", "H", "O", "H", "H", "H", "N", "H", "N", "F", "H", "O", "H", "C", "F", "O", "C", "C", "C", "C", "H", "H", "C", "H", "H", "F", "H", "F", "O", "H", "H", "N", "C", "H", "H", "H", "C", "F", "N", "H", "F", "O", "H", "C", "H", "H", "H", "H", "F", "H", "C", "F", "C", "H", "H", "H", "H", "O", "O", "H", "H", "H", "H", "C", "C", "H", "C", "H", "F", "O", "H", "O", "C", "H", "H", "H", "C", "As", "O", "H", "C", "F", "H", "C", "H", "H", "O", "C", "O", "C", "O", "O"], "xyz": [[-8.89130, -7.84842, -32.98805], [-6.72787, -16.07433, -37.54195], [-10.74794, -3.94185, -32.26810], [-7.91316, -12.79519, -36.24820], [-8.63425, -6.16627, -35.03275], [-8.16406, -13.41695, -34.71779], [-13.29741, -9.56803, -27.03627], [-14.56019, -8.83622, -30.36073], [-7.55871, -13.45255, -35.54130], [-10.29096, -9.35243, -31.52849], [-8.00289, -6.26384, -35.92210], [-11.37468, -10.56733, -32.23341], [-4.31641, -3.44918, -31.58010], [-13.92781, -12.62844, -31.67987], [-9.07139, -9.96433, -34.96529], [-11.50408, -13.16625, -34.66804], [-12.34322, -9.50698, -26.51637], [-12.61080, -15.59059, -34.35429], [-4.92260, -11.86825, -37.32279], [-7.96314, -1.15953, -37.67348], [-6.11317, 1.08980, -39.72208], [-10.12046, -2.81643, -33.58104], [-9.44793, -5.46755, -29.05971], [-9.43024, -5.46585, -35.29487], [-7.08400, -5.78152, -32.17364], [-7.84137, -8.97600, -39.40076], [-7.30398, -1.14557, -36.80042], [-9.40742, -11.12510, -37.02570], [-14.01432, -9.47840, -31.05342], [-6.76830, -15.74928, -34.89029], [-8.14891, 0.81960, -38.90654], [-4.85524, -2.92932, -33.10960], [-5.50726, -5.75719, -31.55606], [-11.90126, -8.95216, -32.05120], [-14.59696, -8.77015, -25.56757], [-11.31846, -15.22150, -34.05861], [-13.60609, -11.69784, -27.38453], [-9.67402, -6.22611, -30.03185], [-9.91865, -2.46379, -31.87923], [-15.33881, -7.41583, -36.10793], [-10.33612, -6.97283, -33.34389], [-6.68171, -13.01865, -35.25160], [-8.73783, -6.95895, -30.43189], [-15.01411, -12.72257, -31.71706], [-7.66425, -2.33835, -32.45305], [-14.95284, -8.23286, -27.05196], [-9.38917, -10.20741, -34.01911], [-6.77342, -15.84795, -31.62554], [-14.16494, -8.47585, -26.44419], [-12.95028, -7.58292, -35.43140], [-5.85988, -10.48683, -38.70588], [-6.15530, -0.39576, -37.04299], [-4.42132, -10.95127, -37.01021], [-13.15029, -9.26266, -28.50681], [-9.55654, -8.61535, -38.16533], [-7.20903, -11.26155, -37.34754], [-6.87787, -2.53736, -36.39370], [-8.45094, -10.78086, -37.89632], [-13.91411, -10.92766, -26.67759], [-10.42104, -9.14032, -33.67360], [-5.22549, -12.40000, -36.42980], [-15.00166, -10.96641, -26.62515], [-7.54552, -3.38094, -32.78399], [-9.75076, -11.17013, -33.99590], [-5.69418, -15.73992, -35.13525], [-10.59192, -15.64869, -35.12846], [-13.03574, -11.81080, -33.37182], [-13.34967, -9.97136, -34.79096], [-9.84653, -13.32321, -33.59732], [-5.33891, -2.00557, -31.62911], [-8.51935, -11.31786, -38.85704], [-6.15739, -5.33058, -32.21372], [-6.53096, -16.25332, -32.60271], [-11.17508, -9.16048, -34.46244], [-15.60777, -9.04362, -30.58894], [-7.64914, -3.22955, -36.04510], [-6.89446, -15.02307, -37.29240], [-15.72245, -9.75156, -35.55132], [-6.45031, -11.32295, -32.03382], [-6.26924, -12.17422, -38.99144], [-14.82223, -8.17497, -33.80762], [-14.45543, -9.31140, -29.03822], [-13.55957, -7.68791, -26.21660], [-7.51678, -14.91690, -35.90210], [-13.58724, -13.33240, -30.91236], [-7.05795, -17.18964, -32.80299], [-6.16985, -2.40953, -35.56804], [-12.38580, -9.80556, -29.06912], [-7.20826, 2.71600, -38.74928], [-5.45090, -16.42217, -32.65701], [-9.72484, -7.80455, -33.70400], [-13.83150, -9.15691, -37.05710], [-11.13015, -13.73641, -33.80028], [-13.50425, -11.27728, -25.72766], [-14.40087, -7.76750, -30.51332], [-4.21625, -12.46371, -37.90527], [-7.32563, -3.25531, -33.84729], [-5.25326, 1.66622, -36.91291], [-9.17802, -7.45981, -34.96721], [-6.37789, -3.07957, -37.20140], [-7.18970, 1.30491, -36.58993], [-7.89855, -0.87933, -35.90895], [-6.82824, -3.86197, -30.91121], [-5.17866, -2.98512, -32.06793], [-6.36080, 1.04476, -37.27748], [-8.56725, -15.19602, -35.93987], [-6.07020, -11.43484, -38.20503], [-7.55073, -14.64318, -38.07793], [-10.97881, -16.02471, -33.02632], [-5.57755, -11.49826, -31.16345], [-13.73181, -13.47858, -33.64963], [-11.86035, -13.24908, -32.69838], [-11.02032, -9.53901, -32.32089], [-12.82472, -8.21609, -28.62554], [-7.04758, -16.80455, -35.00521], [-5.73279, -5.42145, -33.13756], [-6.91197, 1.39674, -38.69496], [-14.31750, -8.67437, -35.44350], [-8.75101, -4.00911, -32.45640], [-8.64291, -10.15033, -33.31871], [-9.95186, -3.28476, -32.60986], [-7.63406, -8.59673, -37.24733], [-13.73339, -11.65865, -31.21221], [-13.19171, -12.81688, -32.97380], [-7.94030, -5.87063, -34.24106], [-5.95670, -14.49301, -37.46289], [-6.18654, -11.50180, -33.24682], [-6.41184, -3.85859, -31.91990], [-6.93409, -15.30479, -33.57851], [-8.38094, -9.25318, -38.19065], [-10.81616, -6.34520, -30.51527], [-7.59786, -10.95630, -31.68961]], "homo_lumo_gap_ha": 0.1313, "mol_weight_g_mol": 1102.75, "charge": -2, "multiplicity": 1, "largest_force_ev_per_a": 4.05}